C28H17N7O8S2SeW | ωB97M-V/def2-TZVPD

**E_LUMO (spin up / spin down)**: -2.688 / -2.687 eV
**E**: -5327.13089 a.u.
**Gap between HOMO and LUMO (spin up / spin down)**: 6.24 / 6.24 eV
**ΔE to the lowest compared entry with this formula, charge and spin**: 1.041 eV
**HOMO level (spin up / spin down)**: -8.93 / -8.93 eV

```
! RIJCOSX wB97M-V def2-TZVPD def2/J DEFGRID3
* xyz 0 1
W 1.278 -0.256 -0.010
Se 0.073 -2.263 1.604
S 1.406 2.146 -0.114
S 3.237 0.147 -1.354
O 1.566 0.385 1.797
O -0.726 -0.088 0.423
O -6.765 -1.002 -0.798
O -6.801 3.438 0.890
O 0.351 0.311 -1.836
O -0.683 1.842 1.585
O -5.063 4.275 1.837
O -4.882 -2.125 -0.880
N 1.935 5.098 -2.094
N 2.941 -1.720 0.630
N 2.047 -4.086 2.887
N -5.553 -1.160 -0.603
N 4.576 2.534 -4.105
N -5.624 3.376 1.259
N 0.986 -2.198 -1.126
C -5.608 1.106 0.390
C -2.896 0.021 -3.353
C 3.170 -2.863 -0.172
C -3.070 -1.353 -3.553
C 2.791 1.739 3.206
C 3.802 -1.504 1.515
C 2.183 3.995 -1.894
C -1.000 -1.543 -2.399
C -4.854 0.003 0.102
C -4.895 2.131 1.031
C 2.272 2.599 -1.550
C -0.788 -0.180 -2.300
C 4.892 -0.107 3.229
C -1.313 0.963 1.039
C -2.149 -2.129 -2.969
C -3.548 2.080 1.399
C 4.973 0.986 4.011
C 3.900 1.976 3.991
C 3.771 -0.346 2.423
C 1.333 -3.402 2.310
C -1.850 0.609 -2.776
C 4.014 2.150 -3.169
C 3.116 1.734 -2.107
C -2.814 0.982 0.894
C 1.884 -3.310 -0.765
C -3.439 -0.091 0.240
C -0.044 -2.478 -1.863
C 2.699 0.601 2.426
H 3.495 -3.685 0.467
H -2.170 -3.262 -3.061
H -3.616 0.719 -3.774
H 5.872 1.254 4.586
H -3.961 -1.730 -4.124
H 5.745 -0.751 2.999
H 2.091 2.617 3.162
H -0.148 -3.504 -2.183
H 1.279 -3.952 -0.107
H -2.881 -0.972 -0.045
H 2.158 -3.834 -1.733
H -3.010 2.953 1.798
H 4.723 -2.101 1.613
H -1.835 1.689 -2.762
H -6.680 1.260 0.146
H 3.956 -2.555 -0.838
H 4.150 2.835 4.530
*
```

***

C3H6OS | ωB97M-V/def2-TZVPD

**E_LUMO (spin up / spin down)**: -0.635 / -0.823 eV
**E**: -591.12789 a.u.
**Structure (SMILES)**: C=S(=O)=CC
**Gap between HOMO and LUMO (spin up / spin down)**: 7.68 / 7.45 eV
**ΔE to the lowest compared entry with this formula, charge and spin**: 5.581 eV
**HOMO level (spin up / spin down)**: -8.31 / -8.27 eV

```
! RIJCOSX wB97M-V def2-TZVPD def2/J DEFGRID3
* xyz 0 1
S 0.751 0.062 0.857
O 0.452 -1.148 1.581
C 2.191 -0.352 0.130
C -0.450 0.606 -0.443
C -1.792 0.067 -0.479
H 2.736 -1.063 0.623
H -0.376 1.648 -0.480
H -2.032 0.094 -1.638
H 2.789 0.334 -0.277
H -1.807 -0.958 -0.021
H -2.461 0.710 0.147
*
```

***

C2H9NO4 | ωB97M-V/def2-TZVPD

**E_LUMO**: 0.716 eV
**E**: -437.32663 a.u.
**Structure (SMILES)**: O=CNCO.O.O
**Gap between HOMO and LUMO**: 11.29 eV
**ΔE to the lowest compared entry with this formula, charge and spin**: 0.565 eV
**HOMO level**: -10.58 eV

```
! RIJCOSX wB97M-V def2-TZVPD def2/J DEFGRID3
* xyz 0 1
O -2.197 -0.073 1.002
O 0.717 -0.035 -1.082
O 2.947 1.532 0.439
O -2.204 -0.298 -1.761
N 0.096 -0.218 1.142
C 0.408 -0.952 -0.045
C -1.138 0.312 1.443
H -3.078 0.033 -2.016
H 1.187 -1.702 0.106
H 0.893 0.332 1.447
H 2.264 1.047 -0.012
H -1.000 1.040 2.255
H 3.781 1.217 0.058
H -0.469 -1.530 -0.323
H 0.119 -0.119 -1.833
H -2.324 -0.586 -0.823
*
```

***

C5H15NO | ωB97M-V/def2-TZVPD

**E_LUMO**: 0.867 eV
**E**: -329.44417 a.u.
**Structure (SMILES)**: CC(C)CCN.O
**Gap between HOMO and LUMO**: 10.23 eV
**ΔE to the lowest compared entry with this formula, charge and spin**: 1.726 eV
**HOMO level**: -9.36 eV

```
! RIJCOSX wB97M-V def2-TZVPD def2/J DEFGRID3
* xyz 0 1
O -4.002 -0.150 -1.936
N 2.768 -0.665 -1.757
C 0.114 0.436 0.906
C -0.033 -0.680 1.971
C 2.149 -0.037 -0.484
C 0.662 -0.008 -0.506
C -1.340 0.909 0.673
H 0.296 0.790 -1.217
H 0.366 -1.076 -0.641
H -4.732 0.280 -1.449
H -1.814 0.220 0.037
H 2.824 -1.736 -1.614
H 0.950 -1.330 2.166
H -0.744 -1.294 1.424
H -1.468 1.893 0.150
H -0.249 -0.411 2.976
H -2.011 1.101 1.658
H -3.301 0.453 -1.736
H 2.514 -0.655 0.310
H 2.584 0.990 -0.376
H 3.748 -0.353 -1.830
H 0.720 1.322 1.273
*
```

***

Q: Which formula does entry 4 have?
A: C5H15NO